*a*
Computed, not measured: a cluster of 4 separate species, C4H17NO3 in total, with ωB97M-V with the def2-TZVPD basis set.

```
! wB97M-V def2-TZVPD RIJCOSX def2/J DEFGRID3
* xyz 0 1
C 1.1822 0.6335 1.7267
C 1.8279 1.3535 0.5381
N 1.0550 1.1572 -0.6879
C -0.2612 1.8319 -0.6594
C -0.6904 2.2761 -2.0576
H 0.4983 1.2015 2.3630
H 1.9267 0.2341 2.4232
H 0.6353 -0.2552 1.4500
H 1.9824 2.3914 0.8293
H 2.7773 0.8285 0.3941
H 1.5953 1.5574 -1.4488
H -0.9718 1.0879 -0.2929
H -0.2424 2.6614 0.0288
H -0.0371 1.8594 -2.8140
H -1.6999 1.9683 -2.2779
H -0.6015 3.3420 -2.2132
O -3.4674 -1.7444 1.1270
H -3.1765 -1.1007 1.7826
H -2.7534 -2.3858 1.0257
O 1.4208 -1.7421 -0.8596
H 1.5097 -0.7875 -0.6786
H 1.3353 -1.8703 -1.8081
O -0.6519 -2.7887 0.7202
H -0.7059 -3.7257 0.5020
H -0.0488 -2.4248 0.0406
*
```

HOMO-LUMO gap ... 10.32 eV
Lowest unoccupied orbital energy ... 0.02647 hartree
Highest occupied orbital energy ... -9.602 eV

---

*b*
Computed, not measured: a cluster of 4 separate species, C4H17NO3 in total, with ωB97M-V with the def2-TZVPD basis set.

```
! wB97M-V def2-TZVPD RIJCOSX def2/J DEFGRID3
* xyz 0 1
C 0.2097 1.9751 0.1180
C -0.1394 1.0124 1.2407
C 0.5921 -0.3390 1.1431
C 0.4063 -1.0302 -0.2179
N -0.8926 -1.7187 -0.3344
H -0.5027 1.7611 -0.6747
H 1.2180 1.8716 -0.2866
H 0.1142 3.0689 0.0604
H 0.1548 1.4463 2.2194
H -1.2259 0.8860 1.2695
H 1.6127 -0.3117 1.5141
H 0.1233 -1.0203 1.8915
H 1.2485 -1.7138 -0.3494
H 0.6200 -0.3162 -1.0432
H -0.8382 -2.6214 0.1073
H -1.6068 -1.0901 0.0046
O 0.9159 0.7209 -3.4858
H 0.8931 -0.2229 -3.6089
H 0.0224 1.0286 -3.6642
O -1.4799 0.0645 -2.6254
H -1.8261 0.7167 -2.0198
H -1.3492 -0.6883 -2.0116
O 0.4355 -0.7070 4.3871
H 1.0928 -0.0287 4.6243
H 0.7427 -1.3321 3.7405
*
```

HOMO-LUMO gap ... 10.42 eV
Lowest unoccupied orbital energy ... 0.02224 hartree
Highest occupied orbital energy ... -9.817 eV

---

Least stable of them? *b*.

---

*a*
Computed, not measured: a cluster of 3 separate species, C2H9O2S in total, with ωB97M-V with the def2-TZVPD basis set.

```
! wB97M-V def2-TZVPD RIJCOSX def2/J DEFGRID3
* xyz -1 1
C 2.3247 -0.5907 -0.3549
C 0.9603 0.1704 -0.8999
S -0.2001 0.6297 0.4266
H 2.9278 0.0895 0.2903
H 2.0300 -1.4075 0.2546
H 3.0276 -0.8999 -1.1159
H 1.3065 1.1385 -1.5605
H 0.4439 -0.4973 -1.5765
H -2.2167 2.3373 -0.3906
H -2.2002 0.8694 -0.7468
O -2.8681 1.6183 -0.6159
H -2.3810 -1.5889 1.6365
H -1.2917 -0.5823 2.2154
O -1.8632 -1.2865 2.4375
*
```

HOMO-LUMO gap ... 7.27 eV
Lowest unoccupied orbital energy ... 0.15289 hartree
Highest occupied orbital energy ... -3.105 eV

---

*b*
Computed, not measured: a cluster of 3 separate species, C2H9O2S in total, with ωB97M-V with the def2-TZVPD basis set.

```
! wB97M-V def2-TZVPD RIJCOSX def2/J DEFGRID3
* xyz -1 1
C 0.1478 1.9830 2.1540
C -0.0828 1.5065 0.7403
S 0.1757 -0.2895 0.5270
H 1.0120 1.4570 2.5806
H -0.7095 1.6920 2.7634
H 0.3099 3.0580 2.2112
H 0.6063 2.0087 0.0582
H -1.0949 1.7448 0.3978
H -1.9407 -1.5836 0.2250
H -2.5143 -2.8522 0.7902
O -2.1659 -2.5026 -0.0361
H 1.0913 -0.4464 -3.4234
H 2.3205 0.0748 -2.6864
O 1.9137 0.0325 -3.5579
*
```

HOMO-LUMO gap ... 6.80 eV
Lowest unoccupied orbital energy ... 0.14974 hartree
Highest occupied orbital energy ... -2.727 eV

---

Least stable of them? *a*.